Entry from the OMol25 dataset: a structure of composition C21H36P2TeV (wB97M-V/def2-TZVPD).

Each line ends with the Löwdin spin population.
Positions of all 61 atoms, in Å:
P1 0.422 -3.309 -4.466  0.08
P2 -0.420 -5.213 -1.598  0.01
C1 0.465 -5.152 -4.414  0.04
C2 -0.431 -5.832 -3.350  0.01
H1 1.511 -5.493 -4.341  0.00
H2 0.121 -5.495 -5.404  0.01
H3 -1.476 -5.928 -3.694  0.00
H4 -0.086 -6.880 -3.287  0.00
C3 1.181 -5.990 -1.180  0.00
H5 1.470 -5.846 -0.136  0.00
H6 1.977 -5.638 -1.844  0.00
H7 1.054 -7.060 -1.367  0.00
C4 -1.578 -6.378 -0.829  0.00
H8 -1.197 -7.388 -0.977  0.00
H9 -2.559 -6.289 -1.300  0.00
H10 -1.662 -6.194 0.244  0.00
C5 1.480 -2.968 -5.892  0.00
H11 1.475 -1.891 -6.085  0.00
H12 1.084 -3.502 -6.763  0.00
H13 2.503 -3.306 -5.691  0.00
C6 -1.217 -3.237 -5.313  0.00
H14 -1.994 -3.753 -4.738  0.00
H15 -1.093 -3.754 -6.272  0.00
H16 -1.513 -2.199 -5.485  0.00
V1 -0.213 -0.897 -0.666  2.54
C7 -0.702 -3.756 -0.469  0.01
C8 0.594 -3.002 -0.214  -0.01
C9 1.495 -2.948 -1.401  0.01
C10 1.838 -1.621 -2.069  0.04
C11 0.864 -1.388 -3.256  0.15
C12 -0.562 -1.211 -2.964  -0.05
C13 -1.433 -2.330 -2.416  0.03
C14 -1.674 -2.596 -0.933  0.04
C15 -0.171 1.227 -0.885  -0.02
H17 -1.126 -4.204 0.445  0.00
H18 1.077 -3.148 0.772  0.00
H19 1.062 -3.550 -2.242  0.00
H20 2.431 -3.481 -1.169  0.00
H21 1.969 -0.778 -1.342  0.02
H22 2.819 -1.791 -2.545  0.01
H23 1.312 -0.658 -3.960  0.01
H24 -1.114 -0.611 -3.736  0.00
H25 -1.087 -3.318 -2.786  0.01
H26 -2.430 -2.225 -2.861  0.00
H27 -1.635 -1.678 -0.214  0.03
H28 -2.725 -2.901 -0.804  0.00
H29 -0.836 1.924 -0.373  0.00
H30 -0.425 1.217 -1.951  0.01
H31 0.840 1.635 -0.782  0.00
Te1 -0.452 -0.173 1.706  0.01
C16 -0.190 1.899 2.335  0.02
C17 1.086 2.266 2.810  0.00
C18 1.313 3.594 3.217  0.00
C19 0.288 4.540 3.170  0.00
C20 -0.992 4.152 2.738  0.00
C21 -1.247 2.824 2.336  0.00
H32 1.859 1.492 2.859  0.00
H33 2.298 3.869 3.591  0.00
H34 0.470 5.569 3.490  0.00
H35 -1.812 4.881 2.732  0.00
H36 -2.237 2.490 2.036  0.00

Values from the calculation:
energy = -2716.12683 hartree
spin multiplicity = 4
<S²> = 3.833
HOMO-LUMO gap (spin up / spin down) = 4.845 / 5.297 eV